[1]
A single HNO3S3 molecule in a non-equilibrium geometry. Source: the Open Molecules 2025 dataset; level of theory: ωB97M-V with the def2-TZVPD basis set.

Structure (XYZ):
```
8
Properties=species:S:1:pos:R:3:forces:R:3
N -2.132424 -0.417579 0.006494 2.6 -1.9 0.5
O 1.422319 2.166585 0.451951 -0.7 0.2 -0.4
O 0.374742 0.275621 -0.967555 -0.8 0.3 0.3
O -0.319650 -2.135201 -0.274565 -0.7 1.9 0.8
S 2.033285 -0.623432 1.172464 -1.8 1.3 -1.6
S 1.644072 0.979436 -0.332438 1.6 -1.4 1.4
S -0.630408 -0.757375 0.114705 0.0 -2.1 -1.1
H -2.391939 0.511948 -0.171058 -0.2 1.8 0.0
```
Positions in Å, forces in eV/Å.

The HOMO-LUMO gap (spin up / spin down) is 6.079 / 6.273 eV. For the LUMO energy (spin up / spin down), the calculation gives -4.0 / -4.0 eV. The value obtained for the highest occupied orbital energy (spin up / spin down) is -10.11 / -10.32 eV. The spin multiplicity is 1.

---

[2]
2 unconnected molecules or ions with the total composition HNO4 in a non-equilibrium geometry. Source: the Open Molecules 2025 dataset; level of theory: ωB97M-V with the def2-TZVPD basis set.

Structure (XYZ):
```
6
Properties=species:S:1:pos:R:3:forces:R:3
N 1.728134 -0.037726 -0.029737 0.9 -0.3 -0.5
O 0.919981 -0.905740 0.096494 1.0 1.1 0.5
O 1.865575 1.136393 0.179430 -1.1 -1.2 0.2
O -1.106221 0.185970 -0.311182 -1.1 -0.8 -1.3
O -1.960929 -0.825458 -0.452972 0.2 -0.4 -0.9
H -1.446539 0.446562 0.517969 0.1 1.6 2.0
```
Positions in Å, forces in eV/Å.

The HOMO-LUMO gap (spin up / spin down) is 9.197 / 9.952 eV. For the LUMO energy (spin up / spin down), the calculation gives -1.0 / -1.3 eV. The value obtained for the highest occupied orbital energy (spin up / spin down) is -10.15 / -11.22 eV. The spin multiplicity is 1.

---

[3]
A molecular structure, HO2PRh in a non-equilibrium geometry. Source: the Open Molecules 2025 dataset; level of theory: ωB97M-V with the def2-TZVPD basis set.

Structure (XYZ):
```
5
Properties=species:S:1:pos:R:3:forces:R:3
P -0.997621 0.683032 -0.068157 3.3 -0.3 0.5
O -0.013477 1.883663 0.069567 -2.1 -0.4 -0.3
Rh 1.691585 0.650988 -0.022557 0.9 -0.1 0.1
O -0.041908 -0.564681 -0.001632 -2.0 1.4 -0.3
H -0.638579 -2.653001 0.022778 -0.1 -0.6 0.0
```
Positions in Å, forces in eV/Å.

The HOMO-LUMO gap (spin up / spin down) is 5.162 / 7.422 eV. As for the charge: +2. For the LUMO energy (spin up / spin down), the calculation gives -12.8 / -16.7 eV. The value obtained for the highest occupied orbital energy (spin up / spin down) is -17.93 / -24.11 eV. The spin multiplicity is 6. As for the expectation value of S²: 8.759.

---

[4]
2 unconnected molecules or ions with the total composition HO3PS2 in a non-equilibrium geometry. Source: the Open Molecules 2025 dataset; level of theory: ωB97M-V with the def2-TZVPD basis set.

Structure (XYZ):
```
7
Properties=species:S:1:pos:R:3:forces:R:3
O 1.985997 -2.080374 0.729316 0.7 -0.9 0.6
O 2.690212 -0.240155 -1.542373 0.9 -0.6 0.6
O 0.748103 -0.067227 0.167310 0.3 -2.8 1.9
P 0.621468 -1.710408 0.401171 -0.9 2.4 -0.8
S 3.509994 1.333862 0.649288 0.3 -1.5 -0.5
S 3.491963 -0.343758 -0.310698 0.0 2.4 -0.6
H 0.308332 0.534795 -0.386834 -1.3 0.9 -1.2
```
Positions in Å, forces in eV/Å.

The HOMO-LUMO gap is 8.180 eV. For the LUMO energy, the calculation gives -1.4 eV. The value obtained for the highest occupied orbital energy is -9.55 eV. The spin multiplicity is 1.

---

[5]
A molecular structure, HO3S3 in a non-equilibrium geometry. Source: the Open Molecules 2025 dataset; level of theory: ωB97M-V with the def2-TZVPD basis set.

Structure (XYZ):
```
7
Properties=species:S:1:pos:R:3:forces:R:3
O -1.171935 0.972534 -0.913603 0.6 1.2 -0.8
O -1.673275 0.167611 1.336411 -1.2 0.8 -1.2
O -3.429246 0.122839 -0.461197 1.0 0.1 0.4
S 0.908965 -1.121242 0.712979 -0.5 -2.9 -2.6
S -1.426498 -1.828303 -0.587137 2.6 0.5 1.3
S -2.005835 0.155048 -0.105576 -1.2 -1.2 1.8
H 0.230677 -0.240509 1.322861 -1.3 1.6 1.1
```
Positions in Å, forces in eV/Å.

The HOMO-LUMO gap (spin up / spin down) is 6.851 / 6.852 eV. As for the charge: -1. For the LUMO energy (spin up / spin down), the calculation gives 1.6 / 1.6 eV. The value obtained for the highest occupied orbital energy (spin up / spin down) is -5.24 / -5.24 eV. The spin multiplicity is 1.

---

[6]
A gas-phase ion, HO3S3 (charge -1) in a non-equilibrium geometry. Source: the Open Molecules 2025 dataset; level of theory: ωB97M-V with the def2-TZVPD basis set.

Structure (XYZ):
```
7
Properties=species:S:1:pos:R:3:forces:R:3
O 0.601968 -0.529760 -1.495878 -0.2 0.4 3.4
O -0.142475 -1.281696 0.774885 1.9 1.2 -0.7
O 2.174821 -0.314926 0.297106 1.8 -0.2 1.8
S -1.723964 1.171906 -0.278792 -0.6 -0.6 0.4
S 0.150188 1.507084 0.550354 -0.7 0.4 0.0
S 0.786423 -0.380871 0.014223 -2.4 -2.6 -4.6
H -1.846963 -0.171734 0.138103 0.3 1.4 -0.2
```
Positions in Å, forces in eV/Å.

The HOMO-LUMO gap is 7.965 eV. As for the charge: -1. For the LUMO energy, the calculation gives 3.3 eV. The value obtained for the highest occupied orbital energy is -4.67 eV. The structure (SMILES) is O=S(=O)([O-])SS. The spin multiplicity is 1.

---

[7]
A molecular structure, I5In in a non-equilibrium geometry. Source: the Open Molecules 2025 dataset; level of theory: ωB97M-V with the def2-TZVPD basis set.

Structure (XYZ):
```
6
Properties=species:S:1:pos:R:3:forces:R:3
In 0.359586 -0.512340 -0.210874 -0.8 -0.1 0.5
I -1.339960 -2.373625 1.118133 0.4 0.4 -0.1
I -2.770067 1.968983 0.666472 0.4 -0.4 -0.1
I 1.947742 3.280642 -0.372318 -0.2 -0.7 -0.1
I -0.858221 -1.483801 -2.807595 0.9 0.6 0.9
I 2.660920 -0.879859 1.606182 -0.8 0.2 -1.0
```
Positions in Å, forces in eV/Å.

The HOMO-LUMO gap is 4.267 eV. As for the charge: -2. For the LUMO energy, the calculation gives 2.5 eV. The value obtained for the highest occupied orbital energy is -1.76 eV. The spin multiplicity is 1.

---

[8]
A molecular structure, I5Na5O8P2Pt2 in a non-equilibrium geometry. Source: the Open Molecules 2025 dataset; level of theory: ωB97M-V with the def2-TZVPD basis set.

Structure (XYZ):
```
22
Properties=species:S:1:pos:R:3:forces:R:3
Na -1.854999 0.348241 1.898551 0.6 -0.3 -0.4
Na 2.288390 1.221719 1.410368 -0.4 -0.3 -0.2
Na 2.006945 0.138928 -3.244531 0.3 -0.3 0.9
Na 0.823080 -2.020476 0.047467 -0.1 -0.4 0.8
Na 0.840713 -1.451171 3.746924 0.0 -1.2 -0.7
Pt -2.100819 0.467076 -2.183113 -0.4 0.0 0.1
Pt 4.151352 -2.190058 0.381698 -0.2 1.2 -0.4
P -4.443452 2.461837 -0.743792 4.9 0.9 -2.0
O -0.785204 -2.208323 2.288325 0.3 0.5 -0.1
O -3.766077 2.225101 0.591508 -1.3 -0.4 -1.6
O -5.761889 3.015823 -0.989298 -1.5 -0.1 0.6
O -3.511527 2.505843 -2.051919 -1.6 -1.4 3.1
P 0.535441 0.612190 -0.912713 -0.9 0.2 1.3
O 1.816885 1.459629 -0.949497 -0.6 -1.0 0.1
O 0.036099 0.216051 0.529910 0.8 1.3 -1.2
O 0.560122 -0.732297 -1.668996 0.5 0.7 -1.2
O -0.553193 1.545884 -1.723246 0.2 -0.2 0.8
I 3.969646 -1.070050 2.717928 -0.3 0.3 0.6
I 4.157931 -4.573786 1.138221 -0.1 -1.6 0.5
I 4.720651 -1.492483 -2.028539 -0.1 0.3 -1.0
I 0.488818 1.122260 4.221032 -0.3 1.3 0.2
I -3.618913 -1.601939 -2.476289 -0.1 0.3 0.0
```
Positions in Å, forces in eV/Å.

The HOMO-LUMO gap (spin up / spin down) is 4.708 / 4.757 eV. As for the charge: -2. For the LUMO energy (spin up / spin down), the calculation gives 2.9 / 2.5 eV. The value obtained for the highest occupied orbital energy (spin up / spin down) is -1.83 / -2.23 eV. The spin multiplicity is 5. As for the expectation value of S²: 6.019.

---

[9]
A molecular structure, IMn in a non-equilibrium geometry. Source: the Open Molecules 2025 dataset; level of theory: ωB97M-V with the def2-TZVPD basis set.

Structure (XYZ):
```
2
Properties=species:S:1:pos:R:3:forces:R:3
Mn -0.011675 0.308335 1.436640 0.0 -0.3 -1.5
I 0.011675 -0.308335 -1.436640 0.0 0.3 1.5
```
Positions in Å, forces in eV/Å.

The HOMO-LUMO gap (spin up / spin down) is 7.760 / 7.164 eV. For the LUMO energy (spin up / spin down), the calculation gives -0.3 / -1.7 eV. The value obtained for the highest occupied orbital energy (spin up / spin down) is -8.02 / -8.89 eV. The spin multiplicity is 7. As for the expectation value of S²: 12.002.

---

[10]
A gas-phase ion, IO2S2 (charge -1) in a non-equilibrium geometry. Source: the Open Molecules 2025 dataset; level of theory: ωB97M-V with the def2-TZVPD basis set.

Structure (XYZ):
```
5
Properties=species:S:1:pos:R:3:forces:R:3
O -0.669816 1.526536 1.025859 1.2 -5.0 -3.1
O -0.627220 0.170357 -1.402031 -0.8 0.9 -3.2
S -0.659516 -1.965249 0.450839 0.5 1.8 0.2
S -0.239800 -0.037891 -0.073999 -1.2 2.4 6.0
I 2.196350 0.306245 -0.000669 0.4 -0.1 0.1
```
Positions in Å, forces in eV/Å.

The HOMO-LUMO gap is 7.483 eV. As for the charge: -1. For the LUMO energy, the calculation gives 2.5 eV. The value obtained for the highest occupied orbital energy is -5.01 eV. The structure (SMILES) is O=S(=O)([S-])I. The spin multiplicity is 1.